No. 1
The following is a quantum chemistry calculation of a single C15H19Br2NO3 molecule, from the Open Molecules 2025 dataset.

Properties
Gap between HOMO and LUMO   9.51 eV
Energy above the lowest of the compared OMol25 structures with the same formula, charge and spin   0.0 kcal/mol
Total charge   0

Element x y z (Å)
Br1 1.02 -2.24 -0.07
Br2 4.26 2.43 0.26
O1 2.25 1.99 -1.93
O2 -0.85 1.45 -0.32
O3 -2.31 3.15 -0.16
N1 1.64 0.75 -0.12
C1 2.73 -1.41 0.00
C2 5.21 -0.23 0.14
C3 1.43 1.67 -1.12
C4 -2.87 0.99 0.79
C5 6.35 -2.46 0.15
C6 -3.67 0.25 -0.29
C7 -4.41 -0.98 0.25
C8 -3.77 1.70 1.81
C9 0.03 2.27 -1.08
C10 4.07 0.55 0.08
C11 2.80 -0.02 -0.02
C12 -2.02 2.01 0.08
C13 -5.11 -1.73 -0.88
C14 3.86 -2.20 0.07
C15 5.12 -1.62 0.12
H1 0.81 0.41 0.35
H2 -3.70 -1.64 0.74
H3 6.65 -2.72 -0.87
H4 -4.39 0.98 2.33
H5 -5.15 -0.67 0.99
H6 -4.39 0.94 -0.74
H7 -2.98 -0.08 -1.07
H8 -2.21 0.28 1.29
H9 -3.16 2.23 2.54
H10 7.18 -1.93 0.62
H11 -4.39 -2.07 -1.61
H12 0.08 3.27 -0.65
H13 -4.40 2.42 1.31
H14 -5.64 -2.59 -0.48
H15 -0.34 2.36 -2.11
H16 6.17 0.25 0.20
H17 3.76 -3.28 0.08
H18 6.17 -3.39 0.69
H19 -5.83 -1.08 -1.38

Mulliken atomic charge list, values in e, 2 entries: -0.20 -0.15

No. 2
The following is a quantum chemistry calculation of a molecular structure, C15H19BrI3N2PtSi, from the Open Molecules 2025 dataset.

Properties
Gap between HOMO and LUMO (alpha / beta)   3.32 / 3.27 eV
Energy above the lowest of the compared OMol25 structures with the same formula, charge and spin   0.0 kcal/mol
Total charge   +3

Element x y z (Å)
Pt1 0.85 0.33 -0.09
I1 0.91 0.75 -2.64
I2 2.84 5.51 0.14
I3 2.11 2.99 0.60
Br1 2.44 -1.50 -0.46
Si1 -2.87 0.93 -0.04
N1 0.63 0.23 1.94
N2 -1.12 0.72 0.69
C1 1.84 -1.01 -3.26
C2 -0.73 0.54 1.92
C3 2.75 -0.20 3.10
C4 -1.47 0.65 3.14
C5 3.15 -2.99 -2.76
C6 2.57 -2.43 -5.04
C7 0.55 0.22 4.30
C8 -3.65 2.36 0.84
C9 1.89 -1.30 -4.62
C10 3.19 -3.27 -4.12
C11 -2.62 1.21 -1.85
C12 1.30 0.09 3.05
C13 2.47 -1.85 -2.36
C14 -0.80 0.49 4.34
C15 -3.57 -0.74 0.41
H1 -2.95 -1.58 0.10
H2 -3.12 3.30 0.65
H3 -1.99 2.08 -2.06
H4 3.22 -0.09 2.13
H5 1.41 -0.65 -5.34
H6 -3.79 2.25 1.92
H7 -2.53 0.87 3.09
H8 -4.65 2.47 0.42
H9 -3.80 -0.83 1.48
H10 3.63 -3.64 -2.04
H11 3.23 0.46 3.82
H12 3.71 -4.15 -4.46
H13 1.12 0.10 5.22
H14 -4.52 -0.82 -0.13
H15 -2.23 0.34 -2.37
H16 2.90 -1.22 3.47
H17 2.61 -2.66 -6.09
H18 -3.60 1.43 -2.29
H19 -1.31 0.59 5.29

Mulliken atomic charge list, values in e, 2 entries: 0.77 0.30

No. 3
The following is a quantum chemistry calculation of a molecular structure, C15H19Cl5GeO5RuSe, from the Open Molecules 2025 dataset.

Properties
Expectation value of S²   0.875
Gap between HOMO and LUMO (alpha / beta)   5.47 / 5.39 eV
Energy above the lowest of the compared OMol25 structures with the same formula, charge and spin   767.7 kcal/mol
Total charge   +1
Multiplicity   2

Element x y z (Å)
Ru1 0.63 -1.83 0.43
Se1 -0.62 0.65 -0.09
Ge1 -0.11 3.48 -0.44
Cl1 -5.95 -3.89 1.00
Cl2 -3.57 -6.28 0.73
Cl3 -1.44 -0.91 -0.42
Cl4 -0.40 -4.52 0.69
Cl5 -4.28 -0.85 0.95
O1 0.69 -1.77 -1.90
O2 4.34 -1.72 2.73
O3 2.96 -1.85 -0.57
O4 2.23 -1.91 2.04
O5 0.56 0.63 -1.50
C1 -0.98 5.05 0.36
C2 2.66 -0.61 -1.20
C3 4.00 -1.84 0.37
C4 -3.26 -4.64 1.02
C5 -4.28 -3.61 1.14
C6 -1.60 2.13 -0.73
C7 1.25 2.88 0.88
C8 0.73 3.92 -2.15
C9 -1.51 -1.81 0.61
C10 -2.01 -1.07 -1.71
C11 1.17 -0.68 -1.52
C12 3.43 -1.83 1.80
C13 -2.23 -2.67 1.45
C14 -2.03 -4.06 1.14
C15 -3.69 -2.39 1.32
H1 -2.46 2.26 -0.09
H2 -0.24 5.82 0.57
H3 0.03 4.46 -2.78
H4 0.92 3.14 1.89
H5 -1.90 1.88 -1.75
H6 -0.53 -1.24 -0.81
H7 2.83 0.24 -0.54
H8 1.06 3.02 -2.67
H9 4.57 -2.77 0.25
H10 3.23 -0.50 -2.12
H11 -2.42 -1.09 -2.68
H12 2.19 3.41 0.68
H13 1.59 4.57 -1.98
H14 1.43 1.81 0.84
H15 -2.45 -0.49 -0.05
H16 -1.73 5.46 -0.32
H17 4.69 -1.00 0.23
H18 -1.46 4.78 1.30
H19 3.97 -1.74 3.63

Mulliken atomic charge list, values in e, 2 entries: 0.13 1.03

No. 4
The following is a quantum chemistry calculation of 2 unconnected molecules or ions with the total composition C15H19FN2O7S, from the Open Molecules 2025 dataset.

Properties
Gap between HOMO and LUMO   7.41 eV
Total charge   0

Element x y z (Å)
S1 -1.64 -2.69 -1.08
F1 -0.62 -3.20 -2.36
O1 -2.94 -3.58 -1.18
O2 -1.01 -3.01 0.30
O3 -4.25 4.63 -1.82
O4 5.39 -1.83 2.53
O5 1.98 0.59 -1.22
O6 -6.48 0.76 -3.77
O7 3.87 0.04 0.33
N1 -5.23 2.93 -3.26
N2 -1.30 4.52 -0.97
C1 3.39 0.43 -0.85
C2 -2.18 -0.88 -1.27
C3 -4.21 3.35 -2.20
C4 3.77 -1.83 4.31
C5 -3.57 -0.65 -2.17
C6 1.15 -0.53 -0.73
C7 -4.15 0.86 -2.43
C8 -5.45 1.43 -3.25
C9 -0.02 0.08 0.30
C10 -1.96 1.95 -0.78
C11 -1.37 0.40 -0.57
C12 4.55 -2.67 3.31
C13 3.62 -3.46 2.40
C14 -1.28 3.28 -0.10
C15 -3.31 2.07 -1.71
H1 -0.18 -0.70 1.18
H2 2.99 -2.78 1.81
H3 -2.04 5.14 -0.53
H4 0.66 -1.02 -1.70
H5 -6.10 3.53 -3.24
H6 3.14 -1.10 3.79
H7 -1.77 3.52 0.94
H8 5.21 -3.37 3.85
H9 4.45 -1.27 4.95
H10 -0.14 3.05 0.13
H11 1.76 -1.40 -0.21
H12 4.81 -1.21 2.05
H13 0.46 1.05 0.77
H14 -0.40 5.04 -0.78
H15 4.20 -4.05 1.68
H16 3.13 -2.46 4.94
H17 2.98 -4.13 2.97
H18 4.20 0.73 -1.68
H19 -4.14 -1.56 -2.68

Mulliken atomic charge list, values in e, 2 entries: 1.14 -0.28

No. 5
The following is a quantum chemistry calculation of a molecular structure, C15H19N3O4, from the Open Molecules 2025 dataset.

Properties
Gap between HOMO and LUMO   8.00 eV
Energy above the lowest of the compared OMol25 structures with the same formula, charge and spin   174.2 kcal/mol
Total charge   0

Element x y z (Å)
O1 -1.40 -3.64 -2.49
O2 -2.57 -1.81 -1.97
O3 1.15 -1.26 0.87
O4 -0.49 -5.12 -0.36
N1 0.96 0.48 3.07
N2 0.61 2.32 -1.83
N3 -0.96 -1.34 0.22
C1 1.59 3.64 1.26
C2 -0.94 1.51 1.41
C3 -0.84 -2.61 -0.54
C4 0.94 3.02 0.27
C5 -0.25 0.20 2.07
C6 1.34 3.17 -1.09
C7 -0.92 -3.86 0.41
C8 2.98 4.85 -0.48
C9 -2.39 -4.19 0.87
C10 2.35 4.20 -1.46
C11 -0.31 2.05 0.15
C12 -0.07 -0.89 1.12
C13 2.42 4.67 0.87
C14 -0.34 1.64 -1.16
C15 -1.69 -2.68 -1.67
H1 2.75 4.06 -2.45
H2 -0.85 -4.37 -2.05
H3 -2.10 1.49 1.33
H4 -0.82 2.50 2.13
H5 -2.81 -4.74 -0.21
H6 1.60 3.55 2.48
H7 0.44 -5.06 -0.70
H8 -3.18 -2.98 0.81
H9 -2.01 -0.99 0.40
H10 2.82 5.29 1.70
H11 0.87 2.11 -2.83
H12 -2.33 -4.81 2.05
H13 1.10 -0.38 3.56
H14 1.80 0.76 2.52
H15 -1.02 1.04 -1.88
H16 -0.12 -3.76 1.27
H17 -0.98 -0.31 2.75
H18 3.72 5.59 -0.73
H19 0.10 -2.74 -1.00

Mulliken atomic charge list, values in e, 2 entries: -0.51 -0.63

No. 6
The following is a quantum chemistry calculation of a molecular structure, C15H19N3OS, from the Open Molecules 2025 dataset.

Properties
Gap between HOMO and LUMO   9.07 eV
Energy above the lowest of the compared OMol25 structures with the same formula, charge and spin   308.4 kcal/mol
Total charge   0

Element x y z (Å)
S1 -1.24 0.72 0.09
O1 2.98 2.72 0.08
N1 -2.56 2.34 1.54
N2 -1.30 2.81 1.49
N3 0.81 2.28 0.72
C1 -3.43 -2.33 3.69
C2 -0.48 2.16 0.92
C3 2.71 -3.75 -1.83
C4 2.84 -1.17 -1.91
C5 1.67 0.55 -0.58
C6 3.06 0.27 -1.19
C7 -4.35 -0.38 2.28
C8 1.92 1.84 -0.05
C9 2.20 -1.27 -3.29
C10 2.84 -2.50 -1.23
C11 2.14 -2.50 -3.84
C12 -3.24 -1.39 2.47
C13 -2.48 1.28 1.10
C14 2.18 -3.59 -3.31
C15 -3.85 0.53 0.96
H1 1.47 -0.14 0.16
H2 3.89 -0.01 -0.45
H3 2.16 -0.42 -3.85
H4 -4.27 -2.91 3.69
H5 2.48 -4.60 -1.54
H6 -4.19 0.52 2.98
H7 0.97 3.28 1.19
H8 -3.46 -1.78 4.50
H9 0.88 0.81 -1.49
H10 1.90 -4.54 -3.66
H11 -5.21 -0.76 2.16
H12 3.28 -2.48 -0.12
H13 -3.89 -0.05 0.04
H14 3.38 0.90 -1.89
H15 -2.24 -1.17 2.56
H16 -3.04 -2.01 1.47
H17 -2.79 -3.05 3.58
H18 -4.80 1.17 0.88
H19 1.84 -2.26 -4.94

Mulliken atomic charge list, values in e, 2 entries: -0.21 -0.66

| no. | DFT total energy (a.u.) |
| --- | --- |
| 1 | -6011.5331 |
| 2 | -4567.3343 |
| 3 | -7831.9124 |
| 4 | -1716.7061 |
| 5 | -1047.9981 |
| 6 | -1220.2453 |